Here is C53H71BrCl2FINO7PS as an isolated structure at a distorted geometry from the Open Molecules 2025 dataset. Energies are from the ωB97M-V functional and the def2-TZVPD basis.

Values from the calculation:
Charge: 0
Total energy: -7275.0803 hartree

Last column: Löwdin charge in e.
Atoms and positions in Å:
1 I -5.743 -1.235 2.731  0.769
2 Br -2.820 0.323 3.331  0.701
3 Cl 0.455 2.484 -0.614  0.750
4 Cl -2.200 3.550 -0.376  0.767
5 S -0.664 -2.770 -3.689  0.421
6 P -1.391 -1.053 -3.154  0.346
7 F -6.900 -1.592 -3.465  -0.042
8 O 3.201 1.809 -1.349  0.004
9 O -0.211 0.025 -3.053  -0.200
10 O -2.215 -0.478 -4.411  -0.207
11 O 3.485 -0.197 -2.390  0.004
12 O -4.616 3.235 -3.254  -0.056
13 O -2.946 2.943 2.437  0.028
14 O -1.553 1.025 -0.969  -0.216
15 N -3.662 -1.883 -1.851  -0.105
16 C -2.366 -2.524 5.810  -0.103
17 C -1.784 -1.576 -0.353  -0.123
18 C -1.408 -4.369 7.648  -0.105
19 C -2.326 1.926 2.264  -0.731
20 C 3.141 -0.980 -1.236  -0.145
21 C -5.163 -0.034 -0.007  -0.283
22 C -1.273 2.022 -0.121  -1.062
23 C 7.005 6.417 -1.237  -0.114
24 C 12.979 6.403 -0.259  -0.100
25 C 6.122 6.376 -2.306  -0.089
26 C 10.567 5.854 -1.519  -0.101
27 C 7.027 5.381 -0.314  -0.100
28 C -4.649 -1.507 -2.848  -0.159
29 C -2.806 -10.107 7.416  -0.099
30 C 2.682 1.634 -3.672  0.035
31 C -1.877 -3.748 5.374  -0.087
32 C -2.888 0.467 -1.235  -0.298
33 C 6.163 4.304 -0.459  -0.081
34 C -5.967 -2.264 -2.686  -0.175
35 C 12.398 5.150 -0.129  -0.098
36 C -4.265 -4.054 -0.732  -0.187
37 C -0.433 -2.297 -0.376  -0.206
38 C -2.981 -9.437 6.213  -0.098
39 C 1.848 -1.775 -1.504  -0.171
40 C -1.399 -4.671 6.293  -0.105
41 C -2.910 -9.417 8.616  -0.098
42 C -3.627 -5.392 -0.376  -0.243
43 C -3.373 -7.390 7.410  -0.104
44 C 1.983 5.381 -3.560  -0.089
45 C -4.626 2.240 -2.223  -0.251
46 C -2.496 -1.027 -1.628  -0.323
47 C -2.371 -2.220 7.163  -0.088
48 C -0.003 4.555 -4.633  -0.086
49 C -2.540 -5.287 0.690  -0.095
50 C 3.135 1.103 -2.350  -0.508
51 C -3.399 1.336 -2.420  -0.110
52 C 5.263 5.295 -2.453  -0.099
53 C 12.352 7.384 -1.015  -0.099
54 C 5.280 4.259 -1.529  -0.074
55 C 0.050 5.602 -5.542  -0.093
56 C -1.139 1.679 1.362  -0.220
57 C -3.758 0.552 0.010  -0.157
58 C 1.068 6.542 -5.456  -0.092
59 C 2.035 6.431 -4.466  -0.083
60 C -5.916 0.348 1.277  -0.563
61 C -3.263 -8.078 6.210  -0.099
62 C 11.193 4.874 -0.761  -0.094
63 C 11.145 7.109 -1.643  -0.097
64 C -3.461 -3.325 -1.826  -0.214
65 C -3.196 -8.059 8.613  -0.094
66 C -1.890 -3.142 8.082  -0.092
67 C 0.962 4.445 -3.642  -0.120
68 C 0.764 -1.339 -0.529  -0.204
69 H -1.592 -0.778 0.350  0.080
70 H 2.829 7.164 -4.401  0.103
71 H -2.749 -1.264 7.501  0.103
72 H 13.920 6.617 0.230  0.099
73 H 7.678 7.257 -1.122  0.098
74 H -6.973 0.390 1.066  0.037
75 H -0.343 2.283 1.781  0.116
76 H -2.769 -9.939 9.553  0.099
77 H -4.374 -6.095 -0.028  0.103
78 H -2.270 -6.286 1.014  0.071
79 H 3.425 1.476 -4.448  0.101
80 H 10.740 3.896 -0.662  0.101
81 H 6.104 7.185 -3.025  0.099
82 H -5.131 -1.111 -0.030  0.045
83 H -2.489 -2.197 0.187  0.113
84 H 1.107 7.362 -6.161  0.101
85 H 12.804 8.362 -1.114  0.099
86 H -1.022 -5.628 5.956  0.102
87 H -1.038 -5.091 8.365  0.103
88 H -0.342 -2.695 0.635  0.111
89 H -5.911 -3.289 -3.031  0.115
90 H 1.601 -1.574 -2.537  0.065
91 H -2.570 -1.232 -4.891  0.055
92 H -5.770 0.292 -0.843  0.099
93 H 3.073 -0.369 -0.344  0.112
94 H 2.738 5.294 -2.788  0.082
95 H -3.919 3.854 -3.032  0.070
96 H 0.402 -0.342 -0.763  0.066
97 H -2.742 -1.808 5.092  0.020
98 H -2.862 -4.702 1.545  0.068
99 H -4.329 -1.705 -3.872  0.117
100 H -5.536 1.689 -2.415  0.111
101 H -3.714 -3.802 -2.770  0.122
102 H -2.589 -11.167 7.418  0.099
103 H -4.657 2.759 -1.271  0.090
104 H -2.897 -9.975 5.277  0.099
105 H 12.885 4.386 0.464  0.099
106 H 3.967 -1.664 -1.083  0.122
107 H -3.280 -7.521 9.548  0.101
108 H -4.383 -3.421 0.144  0.087
109 H -3.650 0.749 -3.289  0.085
110 H 2.074 -2.823 -1.352  0.115
111 H -0.813 0.656 1.488  0.091
112 H -0.548 0.899 -3.294  0.077
113 H -3.397 -7.554 5.272  0.100
114 H 9.629 5.638 -2.012  0.090
115 H -3.273 0.104 0.872  0.034
116 H -1.868 -3.982 4.317  0.095
117 H -3.596 -6.331 7.407  0.095
118 H -5.560 1.268 1.718  0.045
119 H 6.176 3.498 0.263  0.103
120 H 1.248 -1.238 0.439  0.115
121 H 10.654 7.875 -2.230  0.100
122 H 7.720 5.413 0.518  0.102
123 H -2.606 1.999 -2.742  0.106
124 H -3.872 1.595 0.297  0.083
125 H -4.979 -0.485 -2.762  0.094
126 H -6.307 -2.202 -1.657  0.114
127 H 4.607 3.420 -1.639  0.072
128 H -0.800 3.823 -4.700  0.096
129 H 1.764 1.150 -3.993  0.079
130 H 2.500 2.697 -3.593  0.044
131 H -0.701 5.686 -6.317  0.101
132 H -2.430 -3.619 -1.676  0.066
133 H -5.274 -4.262 -1.083  0.094
134 H -1.892 -2.905 9.138  0.101
135 H -0.353 -3.169 -1.011  0.057
136 H -3.167 -5.790 -1.278  0.111
137 H -1.632 -4.846 0.292  0.054
138 H 0.919 3.630 -2.932  0.032
139 H 4.577 5.260 -3.292  0.076